1.
{
  "formula": "C13H47N19O10",
  "method": "ωB97M-V with the def2-TZVPD basis set",
  "species": ["C", "C", "C", "O", "C", "N", "H", "H", "H", "H", "H", "H", "H", "H", "H", "H", "H", "C", "O", "N", "N", "H", "H", "H", "H", "C", "O", "N", "N", "H", "H", "H", "H", "C", "O", "N", "N", "H", "H", "H", "H", "C", "O", "N", "N", "H", "H", "H", "H", "C", "O", "N", "N", "H", "H", "H", "H", "C", "O", "N", "N", "H", "H", "H", "H", "C", "O", "N", "N", "H", "H", "H", "H", "C", "O", "N", "N", "H", "H", "H", "H", "C", "O", "N", "N", "H", "H", "H", "H"],
  "xyz": [[-3.09, -0.37, -4.65], [-1.93, -0.60, -3.72], [-0.54, -0.97, -4.23], [-0.58, -2.31, -4.75], [0.67, -2.83, -5.19], [-1.89, 0.60, -3.00], [-3.98, 0.15, -4.30], [-3.50, -1.23, -5.19], [-2.74, 0.35, -5.40], [-2.29, -1.33, -2.99], [0.16, -1.04, -3.40], [-0.24, -0.22, -4.96], [1.22, -2.07, -5.75], [0.58, -3.72, -5.82], [1.33, -3.03, -4.34], [-2.78, 0.77, -2.56], [-1.20, 0.50, -2.27], [0.01, -3.71, -0.77], [-0.12, -2.61, -1.33], [0.38, -4.81, -1.34], [-0.08, -3.80, 0.54], [0.46, -5.67, -0.83], [0.68, -4.78, -2.31], [0.02, -4.72, 0.96], [-0.25, -2.94, 1.03], [2.49, 3.14, -0.10], [1.79, 2.26, 0.35], [2.40, 3.62, -1.29], [3.48, 3.62, 0.59], [3.08, 4.29, -1.62], [1.73, 3.23, -1.94], [3.64, 3.12, 1.45], [3.87, 4.55, 0.53], [3.77, 3.47, 4.11], [4.66, 3.16, 3.40], [3.65, 4.63, 4.65], [2.72, 2.78, 4.37], [4.06, 5.46, 4.25], [2.72, 4.71, 5.04], [2.71, 1.82, 4.07], [2.07, 3.00, 5.12], [4.01, -0.73, -1.43], [4.89, -0.21, -2.11], [4.08, -0.81, -0.13], [2.87, -1.22, -1.93], [3.19, -0.99, 0.32], [4.83, -0.41, 0.42], [2.60, -0.98, -2.87], [2.24, -1.69, -1.30], [-1.67, 3.96, -0.25], [-2.42, 4.34, 0.67], [-0.68, 4.65, -0.69], [-1.65, 2.78, -0.79], [-0.23, 4.46, -1.57], [-0.41, 5.48, -0.17], [-2.15, 1.97, -0.44], [-0.88, 2.62, -1.43], [2.88, -2.44, 3.96], [2.72, -1.22, 3.99], [4.02, -3.02, 4.22], [1.98, -3.29, 3.65], [4.79, -2.38, 4.41], [4.19, -3.99, 4.40], [1.07, -2.94, 3.42], [2.13, -4.28, 3.79], [0.34, -0.65, 1.79], [-0.07, -1.56, 2.48], [1.54, -0.15, 1.80], [-0.40, 0.08, 1.09], [1.74, 0.68, 1.26], [2.15, -0.49, 2.52], [-1.37, -0.19, 0.99], [0.07, 0.68, 0.42], [-3.50, -1.51, -0.24], [-2.86, -0.61, 0.18], [-3.04, -2.41, -0.94], [-4.82, -1.68, -0.14], [-3.66, -3.10, -1.35], [-2.04, -2.47, -0.99], [-5.37, -1.20, 0.56], [-5.19, -2.41, -0.73], [-5.83, 0.93, 1.90], [-6.30, -0.18, 1.71], [-4.60, 1.24, 1.83], [-6.56, 1.84, 2.40], [-3.90, 0.57, 1.53], [-4.29, 2.17, 2.04], [-6.01, 2.62, 2.76], [-7.54, 1.71, 2.58]],
  "de_lowest_kcal_mol": 0.0,
  "largest_force_ev_per_a": 10.0,
  "homo_lumo_gap_ha": [0.3192, 0.1111],
  "total_charge": 1,
  "e_homo_ev": [-11.196, -11.191],
  "spin_multiplicity": 2,
  "s_squared": 0.755
}



2.
{
  "formula": "C2H2NPS",
  "method": "ωB97M-V with the def2-TZVPD basis set",
  "species": ["C", "C", "N", "P", "S", "H", "H"],
  "xyz": [[0.26, -0.03, 0.02], [-1.18, 0.20, -0.07], [1.56, 0.34, -0.14], [3.11, 0.17, 0.00], [-2.58, 1.22, -0.03], [0.24, -1.05, 0.11], [-1.41, -0.86, 0.12]],
  "de_lowest_kcal_mol": 101.2,
  "largest_force_ev_per_a": 3.2,
  "homo_lumo_gap_ha": [0.2333, 0.2463],
  "e_homo_ev": [-8.115, -8.264]
}



3.
{
  "formula": "C3H3FN2OS",
  "method": "ωB97M-V with the def2-TZVPD basis set",
  "species": ["C", "C", "C", "H", "H", "H", "N", "N", "O", "F", "S"],
  "xyz": [[0.97, -0.05, -0.06], [-0.68, 1.22, -0.07], [-1.20, -0.04, -0.04], [2.95, 0.00, -0.26], [2.28, -1.57, -0.38], [-2.97, -0.93, 1.16], [2.20, -0.62, 0.00], [0.68, 1.22, -0.07], [-0.08, -0.88, -0.06], [-1.35, 2.35, -0.07], [-2.80, -0.68, -0.16]],
  "smiles": "Nc1nc(F)c(S)o1",
  "de_lowest_kcal_mol": 0.0,
  "largest_force_ev_per_a": 0.8,
  "homo_lumo_gap_ha": 0.3404,
  "e_homo_ev": -8.604
}



4.
{
  "formula": "C2H6N4O",
  "method": "ωB97M-V with the def2-TZVPD basis set",
  "species": ["C", "C", "N", "N", "N", "N", "O", "H", "H", "H", "H", "H", "H"],
  "xyz": [[-1.28, -0.63, 1.05], [0.42, 1.90, 0.86], [0.02, -0.47, 0.85], [0.64, 0.73, 0.80], [-1.64, -1.91, 1.04], [1.10, 0.84, -1.81], [0.49, 3.06, 0.90], [0.70, -1.23, 0.71], [-2.60, -2.15, 1.21], [-0.99, -2.69, 0.92], [0.25, 1.35, -2.04], [1.87, 1.30, -2.29], [1.01, -0.10, -2.20]],
  "de_lowest_kcal_mol": 83.2,
  "largest_force_ev_per_a": 1.2,
  "homo_lumo_gap_ha": 0.3500,
  "e_homo_ev": -8.671
}



5.
{
  "formula": "C17H24O7",
  "method": "ωB97M-V with the def2-TZVPD basis set",
  "species": ["C", "H", "H", "H", "O", "C", "O", "C", "C", "C", "C", "C", "O", "C", "C", "O", "C", "C", "O", "O", "C", "H", "H", "H", "H", "C", "C", "C", "O", "H", "H", "C", "H", "H", "H", "C", "H", "H", "H", "H", "H", "H", "H", "H", "H", "H", "H", "H"],
  "xyz": [[-0.76, 2.83, -2.88], [-0.80, 2.57, -1.82], [-1.60, 2.35, -3.40], [-0.80, 3.90, -3.01], [0.47, 2.39, -3.44], [0.67, 1.08, -3.51], [-0.15, 0.26, -3.18], [2.05, 0.78, -4.06], [3.11, 0.74, -2.93], [3.33, -0.66, -2.35], [2.06, -1.25, -1.74], [1.60, -0.50, -0.53], [2.30, 0.22, 0.14], [0.14, -0.79, -0.12], [-0.42, 0.41, 0.60], [-0.43, 1.49, 0.07], [-1.02, 0.24, 1.99], [-2.53, 0.21, 1.76], [-3.13, -0.70, 1.25], [-3.09, 1.34, 2.17], [-4.49, 1.47, 1.96], [-5.03, 0.71, 2.54], [-4.76, 2.46, 2.29], [-4.72, 1.34, 0.90], [-0.81, 1.16, 2.55], [-0.50, -0.98, 2.76], [-0.64, -2.22, 1.87], [0.12, -2.15, 0.58], [0.66, -3.11, 0.10], [-0.33, -3.12, 2.41], [-1.70, -2.34, 1.60], [0.97, -0.75, 3.12], [1.39, -1.65, 3.56], [1.06, 0.06, 3.85], [1.56, -0.48, 2.25], [-1.31, -1.17, 4.04], [-0.90, -1.99, 4.63], [-2.35, -1.41, 3.81], [-1.29, -0.27, 4.64], [-0.42, -0.90, -1.06], [1.26, -1.30, -2.47], [2.24, -2.28, -1.40], [3.69, -1.33, -3.13], [4.10, -0.59, -1.58], [4.06, 1.08, -3.34], [2.82, 1.42, -2.14], [2.03, -0.17, -4.59], [2.31, 1.58, -4.75]],
  "smiles": "COC(=O)CCCCC(=O)[C@H]1C(=O)CC(C)(C)[C@H](C(=O)OC)C1=O",
  "de_lowest_kcal_mol": 1.7,
  "largest_force_ev_per_a": 0.7,
  "homo_lumo_gap_ha": 0.3799,
  "e_homo_ev": -9.641
}



6.
{
  "formula": "C2H8OS2",
  "method": "ωB97M-V with the def2-TZVPD basis set",
  "species": ["S", "S", "H", "H", "C", "O", "C", "H", "H", "H", "H", "H", "H"],
  "xyz": [[-2.65, -2.30, -3.34], [-2.10, -1.39, -1.44], [-1.37, -2.14, -3.68], [-3.47, -1.74, -1.25], [1.36, 0.30, 0.80], [1.00, -0.43, 2.05], [1.09, 1.90, 1.17], [2.30, -0.23, 0.52], [0.72, 0.02, 0.02], [0.08, -0.52, 1.80], [1.63, 2.38, 1.99], [1.44, 2.23, 0.11], [-0.02, 1.92, 1.24]],
  "de_lowest_kcal_mol": 41.6,
  "largest_force_ev_per_a": 4.8,
  "homo_lumo_gap_ha": [0.1412, 0.2369],
  "total_charge": -1,
  "e_homo_ev": [-0.331, -3.030],
  "spin_multiplicity": 2,
  "s_squared": 0.754
}